w.
Here is the ion C4H10NOS with charge -1 from OMol25. Energies are from wB97M-V/def2-TZVPD.

Properties
Gap between HOMO and LUMO (eV): 5.91
Structure (SMILES): N[C@@H](C[O-])CCS

The geometry in ORCA input format:
```
! RIJCOSX wB97M-V def2-TZVPD def2/J DEFGRID3
* xyz -1 1
C 1.18 -1.51 0.90
O 0.66 -1.93 2.02
C 0.60 -0.04 0.39
C -0.56 -0.17 -0.55
C -0.50 0.75 -1.76
S -1.73 2.13 -1.68
N 0.27 0.63 1.68
H 2.30 -1.34 0.80
H 0.92 -2.31 0.10
H 1.53 0.43 0.05
H -0.49 -1.21 -0.92
H -1.51 -0.08 -0.02
H -0.82 0.34 -2.72
H 0.45 1.27 -1.88
H -1.99 2.23 -0.41
H -0.69 0.92 1.62
H 0.36 -0.11 2.39
*
```

Atom charges from the natural (NBO) analysis, given in e for atoms 1 to 2: atom 1 (C): 0.017, atom 2 (O): -0.919

=====

x.
Here is the ion C4H10NOS with charge -1 from OMol25. Energies are from wB97M-V/def2-TZVPD.

Properties
Gap between HOMO and LUMO (eV): 6.00
Structure (SMILES): C[C@H](CS)NC[O-]

The geometry in ORCA input format:
```
! RIJCOSX wB97M-V def2-TZVPD def2/J DEFGRID3
* xyz -1 1
C 0.87 0.65 1.51
C -0.21 0.63 0.35
C -1.03 -0.76 0.40
S -1.59 -1.44 1.97
N 0.62 0.39 -0.82
C 0.32 -0.12 -2.44
O -0.88 -0.61 -2.57
H -0.04 0.69 2.23
H 1.42 -0.24 1.67
H 1.53 1.53 1.39
H -0.92 1.49 0.54
H -1.95 -0.65 -0.18
H -0.55 -1.64 0.04
H -0.41 -1.28 2.53
H 1.04 1.27 -1.16
H 0.44 0.89 -2.85
H 1.34 -0.81 -2.61
*
```

Atom charges from the natural (NBO) analysis, given in e for atoms 1 to 2: atom 1 (C): -0.631, atom 2 (C): -0.034

=====

The structure with the least stability is x.

=====

w.
Here is a cluster of 2 separate species, C2H7S3 in total from OMol25. Energies are from wB97M-V/def2-TZVPD.

Properties
Gap between HOMO and LUMO (eV): 5.41

The geometry in ORCA input format:
```
! RIJCOSX wB97M-V def2-TZVPD def2/J DEFGRID3
* xyz -1 1
C -0.32 -1.71 -0.58
S 0.76 -3.16 -0.61
H -0.09 -1.25 0.38
H -0.02 -0.87 -1.20
H -1.36 -2.02 -0.62
C -0.60 2.26 0.80
S 1.02 2.17 0.01
S 2.09 0.56 0.71
H -1.38 1.77 0.22
H -0.76 3.34 0.81
H -0.81 1.94 1.83
H 1.47 -3.04 -1.74
*
```

Atom charges from the natural (NBO) analysis, given in e for atoms 1 to 2: atom 1 (C): -0.769, atom 2 (S): -0.082

=====

x.
Here is a cluster of 2 separate species, C2H7S3 in total from OMol25. Energies are from wB97M-V/def2-TZVPD.

Properties
Gap between HOMO and LUMO (eV): 6.12

The geometry in ORCA input format:
```
! RIJCOSX wB97M-V def2-TZVPD def2/J DEFGRID3
* xyz -1 1
C -2.16 -1.48 -0.73
S -2.36 -0.21 0.56
H -1.19 -1.44 -1.24
H -2.05 -2.46 -0.24
H -3.03 -1.58 -1.36
C 2.28 -1.09 -0.46
S 1.73 0.22 0.71
S 0.60 1.48 -0.50
H 2.66 -2.00 -0.01
H 3.11 -0.56 -0.93
H 1.53 -1.25 -1.24
H -1.20 0.49 0.26
*
```

Atom charges from the natural (NBO) analysis, given in e for atoms 1 to 2: atom 1 (C): -0.743, atom 2 (S): -0.191

=====

The structure with the least stability is w.

=====

w.
Here is a cluster of 4 separate species, C5H10S in total from OMol25. Energies are from wB97M-V/def2-TZVPD.

Properties
Gap between HOMO and LUMO (eV): 8.42

The geometry in ORCA input format:
```
! RIJCOSX wB97M-V def2-TZVPD def2/J DEFGRID3
* xyz 0 1
C -2.20 -0.17 1.82
C -1.43 0.40 0.63
C -0.29 -0.74 0.46
C 0.62 -0.22 -0.53
C -0.07 -0.21 -1.89
H -3.59 0.23 1.37
H -1.68 0.59 2.98
H -1.71 -1.81 1.74
H -2.29 0.29 -0.24
H -1.01 1.37 0.83
H -0.86 -1.46 -0.44
H 0.15 -1.23 1.47
H -1.03 0.40 -1.94
H -0.19 -1.28 -2.21
H 0.71 0.20 -2.38
S 1.98 0.52 -0.26
*
```

Atom charges from the natural (NBO) analysis, given in e for atoms 1 to 2: atom 1 (C): -0.570, atom 2 (C): -0.498

=====

x.
Here is the molecule C5H10S from OMol25. Energies are from wB97M-V/def2-TZVPD.

Properties
Gap between HOMO and LUMO (eV): 9.03
Structure (SMILES): CCSC1CC1

The geometry in ORCA input format:
```
! RIJCOSX wB97M-V def2-TZVPD def2/J DEFGRID3
* xyz 0 1
C 1.21 0.55 1.97
C 1.76 0.86 0.56
C -0.61 -0.62 -0.14
C -2.08 -0.18 -0.22
C -1.60 -1.59 -0.75
H 1.14 -0.61 2.21
H 1.95 0.98 2.66
H 0.20 0.94 2.18
H 2.71 0.33 0.27
H 2.07 1.92 0.38
H -0.29 -0.89 0.82
H -2.78 0.01 0.61
H -2.35 0.52 -1.00
H -1.56 -2.58 -0.32
H -1.70 -1.67 -1.80
S 0.54 0.43 -0.91
*
```

Atom charges from the natural (NBO) analysis, given in e for atoms 1 to 2: atom 1 (C): -0.643, atom 2 (C): -0.471

=====

The structure with the least stability is w.

=====

w.
Here is a structure of composition C54H40I2N7O6S3Sc from OMol25. Energies are from wB97M-V/def2-TZVPD.

Properties
Gap between HOMO and LUMO (eV): 6.74

The geometry in ORCA input format:
```
! RIJCOSX wB97M-V def2-TZVPD def2/J DEFGRID3
* xyz 0 1
Sc 0.68 -0.32 0.01
I 3.44 2.59 6.53
C 2.55 1.50 4.99
C 1.18 1.31 5.00
C 0.58 0.59 3.97
I -1.46 0.24 3.98
C 1.35 0.09 2.92
O 0.84 -0.57 1.90
C 2.74 0.27 2.94
C 3.50 -0.31 1.78
N 3.11 0.36 0.51
C 3.62 1.75 0.52
C 2.65 2.82 0.09
C 2.38 3.89 0.93
C 1.57 4.91 0.47
C 1.04 4.82 -0.81
C 1.33 3.69 -1.55
N 2.12 2.71 -1.13
C 3.34 0.98 3.98
H 0.57 1.71 5.80
H 4.58 -0.21 1.95
H 3.27 -1.37 1.68
H 3.58 -0.13 -0.24
H 3.94 1.99 1.54
H 4.51 1.83 -0.10
H 2.79 3.91 1.93
H 1.34 5.76 1.10
H 0.40 5.60 -1.21
H 0.91 3.57 -2.55
H 4.41 1.11 3.99
S -6.14 -2.91 0.88
C -7.21 -1.72 1.48
C -6.56 -0.57 1.77
C -5.17 -0.64 1.50
C -4.79 -1.86 1.01
C -3.45 -2.32 0.63
C -2.37 -1.41 0.51
N -1.15 -1.76 0.19
C -0.88 -3.07 -0.02
C -1.87 -4.06 0.05
C -1.52 -5.42 -0.18
C -0.23 -5.74 -0.45
C 0.79 -4.76 -0.51
C 2.19 -5.18 -0.78
C 3.13 -4.04 -0.72
C 2.65 -2.78 -0.57
N 1.37 -2.39 -0.37
C 0.47 -3.42 -0.32
C 4.56 -4.27 -0.88
C 5.19 -5.41 -1.31
C 6.61 -5.27 -1.37
C 7.04 -4.04 -0.99
S 5.72 -3.04 -0.53
C -3.17 -3.64 0.38
H -8.26 -1.94 1.59
H -7.05 0.31 2.17
H -4.49 0.19 1.67
H -2.54 -0.35 0.70
H -2.29 -6.18 -0.14
H 0.04 -6.77 -0.64
H 2.50 -6.00 -0.13
H 3.38 -1.97 -0.60
H 4.66 -6.29 -1.62
H 7.28 -6.06 -1.69
H 8.05 -3.67 -0.93
H -3.95 -4.39 0.46
N 1.74 -0.01 -2.49
C 1.75 -1.25 -3.15
C 0.55 -1.94 -3.30
C 0.57 -3.30 -3.52
C 1.78 -3.95 -3.67
C 2.97 -3.24 -3.74
C 2.95 -1.88 -3.48
S 1.82 -5.70 -3.55
O 2.84 -6.21 -4.41
O 2.34 -5.98 -2.09
O 0.48 -6.18 -3.66
H 0.89 0.52 -2.67
H 2.55 0.58 -2.61
H -0.39 -1.43 -3.10
H -0.35 -3.88 -3.52
H 3.91 -3.76 -3.90
H 3.89 -1.33 -3.43
O -0.87 0.38 -1.63
C -1.24 1.31 -0.87
N -2.31 2.12 -1.03
C -2.36 3.11 0.04
C -1.10 2.66 0.87
O -0.70 3.22 1.86
N -0.55 1.56 0.26
C -3.65 3.04 0.85
C -3.68 2.92 2.23
C -4.89 2.94 2.91
C -6.08 3.07 2.21
C -6.06 3.17 0.82
C -4.85 3.16 0.15
C -2.17 4.53 -0.47
C -2.14 4.83 -1.82
C -1.99 6.14 -2.25
C -1.85 7.17 -1.33
C -1.88 6.87 0.03
C -2.05 5.56 0.46
H -2.98 2.01 -1.77
H -2.75 2.84 2.79
H -4.90 2.86 3.99
H -7.02 3.10 2.74
H -6.99 3.26 0.27
H -4.85 3.27 -0.93
H -2.22 4.04 -2.56
H -1.98 6.36 -3.31
H -1.73 8.19 -1.66
H -1.77 7.66 0.76
H -2.07 5.34 1.52
*
```

Atom charges from the Mulliken analysis, given in e for atoms 1 to 2: atom 1 (Sc): -0.663, atom 2 (I): 0.060

=====

x.
Here is a structure of composition C54H40I2N7O6S3Sc from OMol25. Energies are from wB97M-V/def2-TZVPD.

Properties
Gap between HOMO and LUMO (eV): 6.70

The geometry in ORCA input format:
```
! RIJCOSX wB97M-V def2-TZVPD def2/J DEFGRID3
* xyz 0 1
Sc 0.33 -0.36 -0.15
I -5.70 -0.08 -5.22
C -4.27 -0.32 -3.72
C -4.39 -1.36 -2.81
C -3.43 -1.51 -1.82
I -3.53 -3.13 -0.51
C -2.36 -0.62 -1.69
O -1.48 -0.73 -0.73
C -2.23 0.40 -2.65
C -1.01 1.27 -2.59
N 0.21 0.46 -2.42
C 0.39 -0.54 -3.49
C 0.63 -1.96 -3.03
C 0.88 -2.92 -4.01
C 1.10 -4.23 -3.65
C 1.07 -4.55 -2.30
C 0.82 -3.55 -1.39
N 0.60 -2.27 -1.74
C -3.19 0.55 -3.65
H -5.21 -2.06 -2.88
H -1.06 1.96 -1.74
H -0.96 1.88 -3.50
H 1.02 1.07 -2.44
H 1.23 -0.26 -4.13
H -0.51 -0.56 -4.11
H 0.91 -2.62 -5.05
H 1.30 -4.98 -4.40
H 1.24 -5.56 -1.95
H 0.80 -3.78 -0.34
H -3.07 1.33 -4.38
S -4.58 0.15 5.22
C -5.82 -0.98 4.98
C -5.74 -1.58 3.76
C -4.66 -1.10 3.00
C -3.94 -0.13 3.66
C -2.74 0.57 3.17
C -2.09 0.09 2.01
N -1.03 0.65 1.49
C -0.56 1.78 2.06
C -1.07 2.30 3.24
C -0.45 3.46 3.83
C 0.58 4.08 3.21
C 1.08 3.60 1.96
C 2.16 4.19 1.29
C 2.62 3.66 0.10
C 1.93 2.54 -0.41
N 0.92 1.95 0.19
C 0.51 2.46 1.38
C 3.82 4.14 -0.59
C 4.61 3.46 -1.47
C 5.74 4.21 -1.90
C 5.79 5.44 -1.32
S 4.47 5.70 -0.26
C -2.18 1.65 3.81
H -6.53 -1.17 5.77
H -6.43 -2.35 3.43
H -4.44 -1.44 2.00
H -2.45 -0.80 1.51
H -0.83 3.81 4.78
H 1.05 4.94 3.66
H 2.66 5.04 1.74
H 2.28 2.10 -1.33
H 4.42 2.45 -1.80
H 6.48 3.85 -2.60
H 6.53 6.22 -1.46
H -2.57 2.00 4.76
N 0.32 -2.19 1.49
C -0.07 -2.03 2.90
C -1.21 -2.67 3.38
C -1.71 -2.33 4.64
C -1.09 -1.36 5.40
C 0.10 -0.79 4.94
C 0.61 -1.13 3.70
S -1.82 -0.69 6.90
O -0.74 -0.69 7.87
O -2.22 0.65 6.48
O -2.93 -1.57 7.20
H -0.26 -2.95 1.12
H 1.29 -2.48 1.47
H -1.74 -3.38 2.75
H -2.63 -2.78 5.01
H 0.59 -0.06 5.56
H 1.50 -0.65 3.33
O 3.53 -0.64 -3.10
C 3.60 -0.63 -1.89
N 4.75 -0.83 -1.15
C 4.54 -0.54 0.26
C 3.03 -0.36 0.22
O 2.26 -0.21 1.19
N 2.54 -0.39 -1.01
C 4.90 -1.70 1.18
C 4.63 -1.61 2.54
C 4.92 -2.67 3.39
C 5.50 -3.83 2.88
C 5.78 -3.92 1.53
C 5.48 -2.86 0.67
C 5.23 0.76 0.69
C 6.50 1.06 0.21
C 7.13 2.24 0.56
C 6.50 3.15 1.40
C 5.24 2.86 1.89
C 4.60 1.67 1.54
H 5.64 -0.78 -1.61
H 4.19 -0.72 2.95
H 4.69 -2.59 4.44
H 5.73 -4.65 3.54
H 6.24 -4.82 1.12
H 5.67 -2.96 -0.38
H 7.02 0.36 -0.43
H 8.12 2.45 0.18
H 6.98 4.08 1.66
H 4.73 3.56 2.54
H 3.61 1.46 1.92
*
```

Atom charges from the Mulliken analysis, given in e for atoms 1 to 2: atom 1 (Sc): -0.944, atom 2 (I): 0.070

=====

The structure with the least stability is w.